(1)
Computed, not measured: C31H70BrN8O20P3S as an isolated structure, with ωB97M-V/def2-TZVPD.

XYZ file:
```
134
Properties=species:S:1:pos:R:3:forces:R:3:lowdin_charge:R:1
C 2.3199 2.8776 4.0518 -0.494 -0.656 0.178 0.040
C 1.8238 1.7108 3.2080 -0.767 1.818 2.488 -0.551
O 2.5128 1.2133 2.4061 1.578 -1.459 -2.590 0.138
O 0.5620 1.2963 3.4811 -0.260 0.356 -0.282 -0.029
C -0.2826 1.2418 2.3285 -0.638 -0.455 -0.829 -0.147
C -1.3450 0.1366 2.5060 0.620 -0.052 1.060 -0.146
C -2.3942 0.3802 3.6321 -1.244 0.200 0.287 -0.547
P -3.1733 -1.3427 3.8288 0.223 -1.479 -0.428 0.685
O -4.6427 -1.2868 3.0522 0.605 0.291 0.609 -0.358
Br -3.6625 -1.6702 6.0250 -0.136 0.531 -0.435 0.308
O -1.7817 0.5969 4.9372 0.679 1.002 -0.352 -0.251
S -1.8622 2.1580 5.3767 0.280 0.290 -0.090 0.609
O -0.6561 2.8454 5.5944 1.335 -0.168 -0.782 -0.191
O -2.7669 2.2512 6.4435 -1.608 -0.442 0.419 -0.187
O -2.4644 2.6760 3.9495 -0.428 -0.298 1.314 -0.199
C -3.3417 1.6351 3.5391 -1.696 -1.907 -1.885 -0.565
C -4.7416 1.4547 4.2104 0.477 0.483 -0.473 -0.187
P -5.5557 2.9372 4.9282 -1.024 0.167 1.897 0.448
O -5.9365 2.6234 6.2872 -0.250 -0.563 1.078 -0.255
O -6.9419 3.2981 4.1297 1.879 0.373 -0.771 -0.139
O -4.6424 4.2770 4.9631 -0.472 -0.850 -1.842 -0.111
P -3.7125 2.0525 1.7231 2.640 1.945 -1.941 0.959
O -5.0248 3.1076 1.7073 -0.201 -1.490 0.446 -0.284
O -4.1784 0.6750 0.9646 -0.873 0.647 1.040 -0.268
H 1.6603 3.7448 3.9387 0.195 -0.143 -0.073 0.096
H 2.2797 2.6002 5.1136 0.084 0.102 -0.227 0.094
H 3.3399 3.0716 3.7223 -0.175 0.304 0.297 0.056
H 0.2731 1.0032 1.4119 0.091 -0.154 0.387 0.117
H -0.7144 2.2384 2.1558 -0.062 -0.259 0.229 0.118
H -0.7969 -0.7887 2.8052 -0.156 0.624 -0.189 0.086
H -1.8238 -0.1172 1.5507 -0.089 0.357 0.225 0.113
H -4.7774 -2.1867 2.7204 -0.095 0.252 -0.014 0.046
H -4.7546 0.6839 4.9904 0.082 0.588 0.191 0.047
H -5.4164 1.0735 3.4262 0.171 0.075 0.228 0.082
H -6.6891 3.9804 3.4815 -0.611 -0.216 -0.086 0.060
H -4.4028 4.4989 4.0430 0.337 0.317 0.388 0.075
H -5.8132 2.6289 1.3891 -0.022 0.256 0.312 0.068
H -4.2771 0.9026 0.0178 0.135 -0.431 -0.111 0.036
C 1.0432 -1.9155 5.4933 -0.131 0.028 -0.079 0.016
C 1.5067 -2.4249 4.1543 -0.113 0.166 -0.125 -0.527
O 1.0123 -2.0331 3.1052 -0.040 -0.124 -0.057 0.019
N 2.5046 -3.3466 4.1330 -0.132 0.107 0.162 0.011
C 3.2164 -3.9351 5.2537 0.132 0.018 -0.534 -0.080
H 0.2481 -1.1886 5.3414 0.081 0.015 -0.120 0.068
H 0.6551 -2.7368 6.0962 0.182 0.052 0.160 0.063
H 1.8652 -1.4244 6.0162 -0.030 -0.107 0.135 0.095
H 2.7582 -3.6371 3.2015 0.012 0.018 0.030 0.135
H 4.2806 -3.7131 5.1449 0.033 -0.084 0.180 0.080
H 3.0756 -5.0178 5.2242 0.069 -0.013 0.241 0.075
H 2.8647 -3.5553 6.2065 -0.125 -0.019 -0.066 0.060
C -0.7176 2.2826 -3.1042 -0.018 -0.003 -0.025 0.000
C -0.1467 1.4332 -1.9989 -0.111 -0.062 0.108 -0.549
O -0.8673 0.7649 -1.2719 -0.050 -0.119 0.170 0.015
N 1.2011 1.4262 -1.8240 -0.244 0.067 -0.130 0.011
C 2.2085 2.1469 -2.5783 0.093 -0.319 0.399 -0.074
H -1.7993 2.1795 -3.1092 0.041 -0.068 0.038 0.081
H -0.4710 3.3333 -2.9430 0.068 -0.005 -0.141 0.088
H -0.3352 1.9524 -4.0717 0.014 0.147 -0.038 0.079
H 1.5053 0.8348 -1.0646 0.035 0.039 -0.011 0.136
H 2.9027 1.4291 -3.0200 0.073 0.160 -0.135 0.081
H 2.7631 2.7963 -1.8981 0.070 0.105 -0.168 0.081
H 1.7663 2.7480 -3.3661 -0.065 -0.037 0.036 0.072
C -5.4478 0.9200 -5.7496 -0.036 0.056 -0.021 -0.008
C -3.9473 1.0759 -5.8325 0.238 0.058 0.065 -0.553
O -3.4127 2.1755 -5.8998 -0.116 0.054 -0.026 0.013
N -3.1921 -0.0483 -5.8293 -0.340 0.282 0.109 0.017
C -3.6306 -1.4247 -5.7590 0.451 0.200 -0.028 -0.076
H -5.9100 1.9033 -5.7612 0.124 0.021 0.000 0.082
H -5.8162 0.3534 -6.6068 -0.065 -0.092 0.101 0.082
H -5.7240 0.4182 -4.8205 -0.044 -0.076 -0.064 0.068
H -2.1968 0.1333 -5.8820 0.050 -0.227 -0.165 0.091
H -3.1917 -1.8912 -4.8741 -0.124 -0.162 -0.025 0.077
H -3.2753 -1.9547 -6.6452 -0.103 -0.159 0.059 0.082
H -4.7127 -1.5014 -5.7048 0.012 0.061 0.002 0.069
C -1.0306 -5.6718 7.6781 -0.020 0.070 -0.009 -0.002
C 0.4715 -5.5390 7.6563 0.138 0.158 0.008 -0.535
O 1.0241 -4.4496 7.6114 -0.050 -0.073 0.035 0.019
N 1.2102 -6.6792 7.6881 -0.272 0.093 -0.026 0.007
C 0.7443 -8.0523 7.7418 0.508 0.143 -0.006 -0.075
H -1.4736 -4.6799 7.6478 0.110 0.015 -0.008 0.080
H -1.3752 -6.2321 6.8076 -0.063 -0.088 0.097 0.087
H -1.3548 -6.1688 8.5935 -0.063 -0.096 -0.089 0.087
H 2.2045 -6.5127 7.6714 -0.023 -0.031 0.024 0.137
H 1.1407 -8.5261 8.6415 -0.150 -0.152 -0.022 0.083
H 1.1210 -8.5888 6.8692 -0.149 -0.150 0.036 0.083
H -0.3390 -8.1085 7.7558 0.018 0.076 -0.003 0.073
C -0.2399 1.2505 -8.4952 -0.096 -0.033 0.002 0.001
C 0.3445 0.4128 -7.3866 -0.005 -0.060 0.126 -0.535
O -0.3583 -0.2769 -6.6561 -0.001 -0.027 0.056 0.008
N 1.6861 0.4394 -7.2095 -0.281 0.040 -0.173 0.017
C 2.6813 1.1841 -7.9592 0.122 -0.234 0.405 -0.070
H -1.3190 1.1219 -8.5044 0.036 -0.028 0.108 0.083
H -0.0190 2.3055 -8.3302 0.044 -0.004 -0.120 0.090
H 0.1569 0.9324 -9.4605 0.060 0.135 -0.008 0.085
H 2.0018 -0.1442 -6.4494 0.047 0.066 -0.002 0.140
H 3.3918 0.4786 -8.3935 0.097 0.178 -0.110 0.076
H 3.2154 1.8405 -7.2718 0.136 0.057 -0.182 0.082
H 2.2331 1.7765 -8.7502 -0.095 -0.059 0.039 0.074
C 7.4484 5.2811 2.1185 0.020 0.051 0.016 -0.015
C 6.1745 4.5788 2.5216 -0.271 -0.050 0.135 -0.552
O 5.3720 5.0861 3.2886 0.075 0.016 -0.033 0.032
N 5.9397 3.3443 1.9983 0.204 0.271 0.027 0.011
C 6.7661 2.5848 1.0805 -0.468 -0.150 0.204 -0.076
H 7.4904 6.2467 2.6145 -0.106 -0.052 0.037 0.081
H 8.3177 4.6963 2.4229 0.039 0.005 -0.146 0.083
H 7.4680 5.4438 1.0398 0.131 -0.076 0.003 0.083
H 5.0715 2.9323 2.3079 0.023 -0.063 -0.083 0.119
H 6.1925 2.3780 0.1750 0.182 -0.057 -0.097 0.081
H 7.0347 1.6357 1.5478 0.147 -0.027 -0.151 0.083
H 7.6711 3.1220 0.8157 -0.037 0.044 0.045 0.071
C -7.1446 -1.0636 -1.6523 -0.015 0.084 -0.026 -0.003
C -5.6471 -0.9055 -1.7309 0.244 -0.001 0.016 -0.547
O -5.1103 0.1945 -1.7917 -0.091 0.237 0.177 0.009
N -4.8882 -2.0265 -1.7340 -0.247 0.119 -0.011 0.020
C -5.3231 -3.4090 -1.6704 0.466 0.148 -0.032 -0.068
H -7.6047 -0.0793 -1.6602 0.110 0.015 -0.011 0.085
H -7.5134 -1.6256 -2.5116 -0.061 -0.093 0.104 0.086
H -7.4244 -1.5701 -0.7277 -0.061 -0.098 -0.086 0.087
H -3.8970 -1.8385 -1.7882 -0.011 -0.013 0.022 0.147
H -4.8817 -3.8783 -0.7896 -0.130 -0.152 -0.025 0.083
H -4.9687 -3.9327 -2.5599 -0.132 -0.150 0.047 0.083
H -6.4038 -3.4889 -1.6150 0.014 0.072 -0.005 0.074
C 7.7540 0.9629 -7.5481 0.004 0.052 0.025 -0.010
C 6.5242 0.2420 -7.0550 -0.199 0.012 0.172 -0.557
O 5.7428 0.7569 -6.2698 -0.019 0.028 -0.054 0.018
N 6.3027 -1.0188 -7.5144 0.179 0.251 -0.065 0.003
C 7.1067 -1.7941 -8.4415 -0.444 -0.177 0.226 -0.075
H 7.7901 1.9493 -7.0946 -0.098 -0.053 0.043 0.083
H 8.6545 0.4170 -7.2634 0.031 0.000 -0.148 0.086
H 7.7168 1.0804 -8.6321 0.133 -0.073 0.000 0.085
H 5.4649 -1.4390 -7.1427 0.047 -0.029 -0.002 0.136
H 6.4961 -2.0560 -9.3073 0.182 -0.044 -0.106 0.083
H 7.4275 -2.7136 -7.9492 0.150 -0.020 -0.151 0.084
H 7.9802 -1.2430 -8.7737 -0.039 0.045 0.048 0.073
```
Forces are in eV/Å.

As for the net charge: 0. The calculation puts the frontier orbital gap at 8.4 eV. Its total energy is -194903.2532 eV. As for the HOMO energy: -0.30414 Eh. The LUMO energy comes out at 0.2 eV.

(2)
Computed, not measured: a 2-piece molecular cluster, C5H11NO overall, with ωB97M-V/def2-TZVPD.

XYZ file:
```
18
Properties=species:S:1:pos:R:3:forces:R:3:lowdin_charge:R:1
C 2.0151 1.9304 -1.1961 0.222 0.831 -1.099 0.008
C 1.2901 1.5772 -0.1505 0.332 0.413 -0.247 -0.131
C 0.1162 0.6859 -0.3586 0.321 -0.878 0.022 -0.403
C -1.1570 1.0621 -0.4948 0.039 0.005 0.629 0.033
N 0.5042 -0.6364 -0.5455 0.085 0.323 0.026 -0.052
C -0.1779 -1.5496 -1.4038 -1.248 0.246 -0.150 -0.123
H 1.8015 1.6553 -2.2257 -0.355 -0.389 0.198 0.067
H 2.7973 2.6825 -1.1841 0.220 -0.230 0.602 0.053
H 1.6521 1.9637 0.7956 -0.637 -0.172 0.335 0.100
H -1.9187 0.2923 -0.5253 -0.068 0.178 -0.257 0.053
H -1.4492 2.0811 -0.3103 -0.047 0.144 -0.206 0.050
H 1.4224 -0.8855 -0.2447 0.258 0.056 -0.141 0.116
H -0.6163 -1.0658 -2.2859 0.141 0.370 0.172 0.088
H 0.4890 -2.2770 -1.7961 0.730 -0.754 -0.084 0.066
H -1.0183 -2.0632 -0.9310 0.009 -0.139 0.197 0.076
O -2.0186 -1.6667 3.9035 0.222 -0.354 0.808 -0.065
H -1.6827 -2.5312 4.1766 -0.029 -0.120 -0.551 0.032
H -2.0493 -1.2549 4.7769 -0.195 0.470 -0.257 0.032
```
Forces are in eV/Å.

As for the net charge: 0. The calculation puts the frontier orbital gap at 8.7 eV. The value obtained for the energy relative to the best compared isomer or geometry (same formula, charge and spin) is 60.08 kcal/mol. Its total energy is -8899.0921 eV. As for the HOMO energy: -0.28343 Eh. The LUMO energy comes out at 0.9 eV.

(3)
Computed, not measured: an isolated molecule of C20H17N5O3S, with ωB97M-V/def2-TZVPD.

XYZ file:
```
46
Properties=species:S:1:pos:R:3:forces:R:3:lowdin_charge:R:1
C -0.6685 0.4385 -7.1634 0.150 0.129 0.807 -0.122
N -0.2232 0.5832 -5.7449 2.606 -1.251 -1.036 -0.054
C 1.0023 -0.0071 -5.3770 0.576 -0.115 -0.570 -0.808
S 2.1693 -0.4047 -6.5151 -0.278 0.108 -0.029 0.610
N 1.2847 -0.2613 -4.0672 -0.079 0.278 -0.493 0.018
N 2.5124 -0.8006 -3.5548 -1.456 0.692 -0.598 0.101
C 2.8569 -0.9160 -2.2388 -0.738 -0.090 -0.434 -0.387
O 3.9883 -1.3539 -2.0304 -0.142 0.234 0.608 0.038
C 1.9135 -0.6018 -1.1406 0.607 0.188 0.160 -0.086
O 0.5879 -0.1952 -1.2746 -0.110 0.531 0.375 0.074
C 0.1510 0.0378 0.0065 -0.940 -0.478 0.222 -0.244
N -1.1242 0.3225 0.2396 -0.333 0.128 -0.064 0.209
C -1.5189 0.3758 1.5180 1.730 -0.251 0.235 -0.186
C -2.9325 0.6221 1.8571 -1.233 -0.112 0.231 -0.153
C -3.8234 1.1714 0.9252 -0.364 -0.240 0.347 -0.026
C -5.1870 1.2693 1.2257 0.131 0.083 0.235 -0.077
C -5.7026 0.8795 2.4650 0.478 -0.081 -0.430 -0.084
C -4.8253 0.3445 3.4044 -0.635 0.614 -0.048 -0.090
C -3.4805 0.2319 3.1089 0.651 0.013 -0.123 -0.032
C -0.5781 0.1641 2.5751 -0.030 0.019 -0.380 0.051
C 0.7568 -0.1352 2.3516 0.296 -0.145 -0.572 -0.034
C 1.7500 -0.2931 3.4577 0.644 0.355 -0.443 -0.178
C 3.1163 -0.0232 3.4369 -1.637 -0.707 2.154 0.000
C 3.5396 -0.2194 4.8203 -0.833 0.435 -1.304 -0.052
C 2.4382 -0.5219 5.5460 0.592 -0.096 -1.732 -0.095
O 1.3067 -0.6284 4.7472 1.631 0.771 -0.592 0.036
C 1.1304 -0.2357 0.9588 -0.555 0.330 0.751 -0.011
C 2.2629 -0.6262 0.1842 0.716 -0.836 -0.336 -0.202
N 3.4708 -1.0336 0.6555 0.813 -0.568 0.710 0.137
H -1.7151 0.7606 -7.2436 0.367 0.016 0.155 0.082
H -0.0305 1.0315 -7.8218 -0.158 -0.005 0.167 0.063
H -0.5861 -0.6027 -7.4732 -0.035 -0.002 -0.010 0.064
H -0.9096 0.7173 -5.0660 -1.134 0.123 1.159 0.094
H 0.5708 -0.0517 -3.4124 -0.221 -0.034 1.073 0.114
H 3.2695 -0.9502 -4.2182 -0.544 0.134 -0.258 0.101
H -3.4855 1.5231 -0.0432 0.159 -0.177 0.117 0.108
H -5.8360 1.6816 0.4697 -0.168 0.082 -0.040 0.097
H -6.7538 0.9783 2.7306 0.194 0.044 -0.310 0.104
H -5.2639 0.1154 4.3790 0.592 -0.224 -0.205 0.108
H -2.8416 -0.1550 3.8955 0.030 -0.106 -0.216 0.101
H -0.9257 0.2621 3.5846 0.051 0.022 0.283 0.103
H 3.7601 0.3006 2.6452 -0.222 0.026 -0.332 0.101
H 4.5463 -0.0891 5.1623 0.122 -0.024 0.310 0.101
H 2.4758 -0.7452 6.5745 -0.986 -0.335 0.907 0.108
H 3.4387 -1.5816 1.5211 0.091 0.484 -0.632 0.109
H 4.1126 -1.3784 -0.0608 -0.396 0.040 0.183 0.089
```
Forces are in eV/Å.

As for the net charge: 0. The calculation puts the frontier orbital gap at 7.4 eV. The value obtained for the energy relative to the best compared isomer or geometry (same formula, charge and spin) is 36.25 kcal/mol. Its total energy is -45442.8334 eV. As for the HOMO energy: -0.29880 Eh. The LUMO energy comes out at -0.7 eV.

(4)
Computed, not measured: C3H2FeO2 as an isolated structure, with ωB97M-V/def2-TZVPD.

XYZ file:
```
8
Properties=species:S:1:pos:R:3:forces:R:3:lowdin_charge:R:1
O 0.2741 1.6371 -0.1820 -0.695 -1.835 1.623 -0.217
C -0.5891 0.6975 0.1954 -0.219 1.916 -1.032 -0.291
C -0.6076 -0.5505 -0.4279 1.295 0.054 2.371 -0.163
O 0.7559 -0.9036 -0.5240 1.071 -2.290 -1.738 -0.405
C 0.8428 -1.1281 0.8788 -1.183 0.866 -1.528 0.135
Fe 2.0828 0.6126 -0.2290 -0.648 0.537 0.346 0.698
H -1.3782 0.9238 0.9285 -0.030 0.545 -0.588 0.122
H -1.3807 -1.2888 -0.6397 0.409 0.208 0.546 0.120
```
Forces are in eV/Å.

As for the net charge: 0. Its spin multiplicity is 5. The calculation puts the frontier orbital gap (alpha / beta) at 6.2 / 6.7 eV. The value obtained for the energy relative to the best compared isomer or geometry (same formula, charge and spin) is 38.49 kcal/mol. Its total energy is -41616.9605 eV. As for the HOMO energy (alpha / beta): -0.26123 / -0.27318 Eh. The LUMO energy (alpha / beta) comes out at -1.0 / -0.7 eV.

(5)
Computed, not measured: C4H10O2Sm as an isolated structure, with ωB97M-V/def2-TZVPD.

XYZ file:
```
17
Properties=species:S:1:pos:R:3:forces:R:3:lowdin_charge:R:1
H -0.4776 -2.2819 0.3915 0.096 0.190 0.009 0.078
C -0.1601 1.4217 -1.7920 -0.687 0.533 -0.088 -0.057
O 0.2774 0.2975 -1.0404 1.258 -0.942 2.076 -0.438
C -0.5015 -0.1129 0.0802 -4.992 3.796 0.264 -0.320
C -1.0682 -1.4992 -0.1017 1.014 -1.007 1.498 -0.043
H 0.6677 1.7600 -2.4231 -0.148 -0.135 0.123 0.084
H -1.0064 1.0959 -2.4111 0.211 0.278 0.087 0.115
H -0.4664 2.2403 -1.1265 0.095 -0.207 -0.184 0.112
H -1.3565 0.5811 0.0940 -0.226 -0.382 -1.063 0.098
H -1.0503 -1.8083 -1.1557 -0.580 0.521 0.208 0.100
H -2.0335 -1.5445 0.4175 -0.003 -0.013 -0.665 0.100
H -0.3894 0.5190 1.4313 0.023 -1.252 -3.034 0.197
C 1.1515 0.2392 2.1294 1.556 -7.057 -1.513 -0.008
O 1.3625 -0.5553 1.1053 3.083 2.846 2.652 -0.402
Sm 2.5904 -0.6011 -1.0660 0.255 -0.137 0.059 1.154
H 2.0453 0.5225 2.7003 -0.180 1.481 -0.544 0.118
H 0.4153 -0.2740 2.7670 -0.776 1.486 0.117 0.113
```
Forces are in eV/Å.

As for the net charge: +1. Its spin multiplicity is 8. The calculation puts the frontier orbital gap (alpha / beta) at 3.1 / 7.7 eV. Its total energy is -26295.2257 eV. As for the HOMO energy (alpha / beta): -0.31804 / -0.48605 Eh. The LUMO energy (alpha / beta) comes out at -5.6 / -5.5 eV.

(6)
Computed, not measured: C3H5N3OS as an isolated structure, with ωB97M-V/def2-TZVPD.

XYZ file:
```
13
Properties=species:S:1:pos:R:3:forces:R:3:lowdin_charge:R:1
C 1.1395 -0.3265 -0.0167 -0.628 -3.700 0.407 -0.560
C 0.9395 1.7074 -0.0531 0.504 2.221 -1.672 -0.063
C -0.3784 1.1954 -0.1573 1.435 3.556 1.754 -0.417
H 1.0536 -2.3170 0.5495 0.310 0.654 -0.218 0.061
H 2.5040 -1.3620 0.5459 -0.728 -1.710 -0.714 0.118
H 1.4708 2.7346 -0.1841 -2.104 -1.609 0.476 0.135
H -2.3554 1.6481 -0.3972 3.080 0.367 2.224 0.176
H -1.8319 -1.6085 1.1610 0.835 0.749 -1.267 -0.073
N 1.6175 -1.6284 0.0406 2.013 0.590 1.069 0.093
N 1.9123 0.6910 -0.0614 -2.171 0.935 0.153 0.108
N -0.2259 -0.1434 0.0134 1.322 -0.626 -0.143 -0.410
O -1.5403 1.7851 0.2854 -2.566 -0.325 -2.844 -0.026
S -1.3656 -1.3293 -0.1589 -1.303 -1.103 0.774 0.858
```
Forces are in eV/Å.

As for the net charge: 0. The calculation puts the frontier orbital gap at 8.1 eV. The value obtained for the energy relative to the best compared isomer or geometry (same formula, charge and spin) is 60.80 kcal/mol. Its total energy is -20543.0225 eV. As for the HOMO energy: -0.28930 Eh. The LUMO energy comes out at 0.3 eV.

no.,largest force on an atom (eV Å⁻¹)
1,3.81
2,1.40
3,3.07
4,3.07
5,7.38
6,4.22